C23H52ClN3O5P2S2 | ωB97M-V with the def2-TZVPD basis set

Output
frontier orbital gap	0.3088	Ha
HOMO	-8.040	eV
LUMO	0.36	eV
structure (SMILES)	CCN[C@]1(P(C)C)NC(=O)[C@@](Cl)(CCCS(=O)(=O)O)[C@]1(S)P(N)O.CCCCCC.CCCCCC

XYZ file:
```
88
Properties=species:S:1:pos:R:3:mulliken_charge:R:1
C 0.13 3.28 0.15 -1.253
C 0.35 1.77 0.51 0.416
N 0.84 1.00 -0.63 -0.340
C 1.02 -0.45 -0.42 -0.247
P 2.66 -0.84 0.44 0.648
C 3.56 0.70 0.96 -1.285
C 3.83 -1.74 -0.68 -1.123
N 0.85 -0.96 -1.82 -0.107
C -0.45 -1.44 -2.05 -0.324
O -0.85 -1.90 -3.03 -0.538
C -1.29 -1.24 -0.70 1.345
Cl -2.11 0.36 -1.03 -0.070
C -2.47 -2.20 -0.48 -1.286
C -3.42 -1.69 0.67 -0.591
C -4.81 -1.22 0.15 -0.790
S -5.37 0.32 0.95 1.196
O -6.76 0.50 0.73 -0.661
O -5.05 0.31 2.33 -0.624
O -4.62 1.59 0.31 -0.423
C -0.09 -1.30 0.28 -0.281
S 0.53 -3.04 -0.10 -0.212
P -0.35 -1.46 2.16 0.034
N 0.09 0.00 3.00 -0.485
O 0.83 -2.53 2.67 -0.450
H 0.45 3.42 -0.89 0.436
H 0.73 3.90 0.83 0.174
H -0.91 3.54 0.33 0.240
H 1.02 1.77 1.38 0.024
H -0.61 1.42 0.91 -0.012
H 1.72 1.42 -0.89 0.485
H 3.63 1.43 0.14 0.362
H 3.11 1.13 1.86 0.265
H 4.56 0.38 1.26 0.471
H 3.85 -1.22 -1.66 0.359
H 4.87 -1.71 -0.33 0.446
H 3.49 -2.76 -0.89 0.113
H 1.61 -1.51 -2.20 0.348
H -2.15 -3.22 -0.25 0.328
H -3.06 -2.19 -1.41 0.558
H -2.95 -0.93 1.29 0.392
H -3.63 -2.55 1.31 0.334
H -5.60 -1.95 0.31 0.372
H -4.69 -0.95 -0.91 0.396
H -4.76 1.63 -0.66 0.348
H -0.23 -3.83 0.69 0.189
H 0.50 -0.21 3.91 0.251
H -0.80 0.46 3.22 0.273
H 1.52 -2.00 3.09 0.295
C 0.57 4.94 4.22 -1.170
C -0.69 5.47 3.53 -0.396
C -0.39 6.58 2.53 -0.375
C 0.22 7.85 3.13 -0.877
C -0.61 8.50 4.23 -0.409
C -1.98 8.99 3.75 -1.178
H 1.07 5.71 4.80 0.337
H 0.31 4.13 4.90 0.368
H 1.28 4.55 3.48 0.226
H -1.41 5.80 4.28 0.346
H -1.17 4.64 2.99 0.286
H -1.32 6.84 2.00 0.358
H 0.29 6.20 1.76 0.199
H 0.38 8.57 2.33 0.408
H 1.21 7.62 3.53 0.330
H -0.06 9.36 4.63 0.368
H -0.75 7.82 5.07 0.236
H -1.87 9.72 2.95 0.292
H -2.52 9.47 4.56 0.378
H -2.59 8.16 3.38 0.285
C 1.05 -7.03 -6.59 -1.192
C 0.86 -7.41 -5.12 -0.442
C 0.39 -6.24 -4.25 -0.739
C 1.36 -5.06 -4.17 -0.101
C 2.76 -5.41 -3.66 -0.497
C 2.75 -5.95 -2.23 -0.906
H 1.82 -6.26 -6.71 0.284
H 1.37 -7.89 -7.17 0.379
H 0.12 -6.65 -7.02 0.293
H 1.79 -7.83 -4.73 0.240
H 0.12 -8.21 -5.07 0.376
H 0.18 -6.62 -3.25 0.285
H -0.56 -5.88 -4.64 0.411
H 0.92 -4.30 -3.52 -0.110
H 1.46 -4.60 -5.16 0.344
H 3.38 -4.51 -3.69 0.354
H 3.24 -6.14 -4.32 0.314
H 2.32 -5.21 -1.55 -0.041
H 3.77 -6.16 -1.90 0.355
H 2.18 -6.87 -2.14 0.384
```



C23H52F4Mg2N7O13P2 | ωB97M-V with the def2-TZVPD basis set

Output
frontier orbital gap	0.2952	Ha
HOMO	-10.561	eV
LUMO	-2.53	eV
total charge	+1
energy above the lowest of the compared OMol25 structures with the same formula, charge and spin	12.3	kcal per mole

XYZ file:
```
103
Properties=species:S:1:pos:R:3:mulliken_charge:R:1
Mg -1.67 1.42 -2.56 1.441
Mg 2.25 3.13 0.87 1.396
O 1.38 1.48 0.40 -0.115
P 0.57 0.36 -0.23 -0.868
O -0.31 0.59 -1.44 -0.383
F -0.38 -0.08 0.96 0.392
F 1.65 -0.83 -0.35 -0.101
O -0.67 3.34 -2.12 -0.835
P 0.56 4.15 -1.82 0.426
O 1.49 3.96 -0.64 -0.086
F 0.04 5.67 -1.64 -0.292
F 1.42 4.25 -3.16 -0.261
C 5.80 2.56 2.06 -1.326
C 4.36 2.51 1.60 1.267
O 3.40 2.29 2.39 -0.744
O 4.08 2.67 0.40 -0.728
H 6.04 3.63 2.06 0.351
H 6.49 2.03 1.40 0.305
H 5.98 2.29 3.10 0.334
C 4.26 -2.71 -1.67 0.058
O 4.37 -3.53 -2.58 -0.657
N 5.21 -2.09 -0.96 0.165
C 6.63 -2.41 -1.16 -1.022
C 4.85 -1.20 0.12 -1.000
H 3.26 -2.43 -1.31 0.378
H 6.82 -3.44 -1.44 0.344
H 7.13 -2.36 -0.19 0.401
H 7.22 -1.71 -1.76 0.310
H 4.00 -0.63 -0.25 0.089
H 4.63 -1.77 1.02 0.377
H 5.60 -0.43 0.27 0.481
C -0.40 3.08 2.58 0.418
O 0.66 3.37 2.06 -0.831
N -1.33 3.98 2.98 0.207
C -2.56 3.56 3.68 -0.804
C -1.12 5.40 2.74 -1.006
H -0.70 2.03 2.64 0.050
H -3.42 3.40 3.02 0.256
H -2.77 4.17 4.56 0.374
H -2.35 2.55 4.03 0.235
H -1.40 5.81 1.77 0.266
H -1.60 5.91 3.58 0.357
H -0.06 5.56 2.92 0.351
C -1.93 -1.52 -3.90 0.096
O -1.96 -0.36 -3.49 -0.482
N -2.95 -2.27 -4.29 0.141
C -2.87 -3.69 -4.60 -0.805
C -4.30 -1.72 -4.44 -1.052
H -0.98 -2.08 -3.91 0.295
H -3.38 -4.29 -3.85 0.306
H -1.83 -4.01 -4.67 0.299
H -3.39 -3.76 -5.56 0.295
H -4.37 -0.66 -4.21 0.273
H -4.65 -1.89 -5.46 0.386
H -4.97 -2.28 -3.79 0.384
C -3.78 1.17 -0.39 -0.030
O -2.76 0.94 -1.04 -0.243
N -4.75 0.27 -0.24 0.297
C -5.87 0.50 0.66 -1.127
C -4.72 -1.01 -0.91 -0.750
H -3.91 2.06 0.24 0.476
H -6.71 1.07 0.26 0.338
H -5.62 0.91 1.64 0.404
H -6.21 -0.49 0.96 0.412
H -5.70 -1.28 -1.29 0.522
H -4.05 -0.90 -1.76 -0.042
H -4.33 -1.82 -0.29 0.187
C -2.74 -0.65 2.86 0.538
O -2.49 0.33 3.54 -0.625
N -2.83 -1.97 3.21 0.171
C -3.10 -2.27 4.61 -0.938
C -2.71 -3.02 2.21 -0.418
H -2.84 -0.60 1.76 -0.127
H -3.51 -1.41 5.13 0.298
H -2.17 -2.55 5.12 0.278
H -3.82 -3.08 4.68 0.378
H -2.94 -2.60 1.23 -0.068
H -1.69 -3.40 2.13 0.238
H -3.40 -3.81 2.51 0.340
C 2.70 -1.31 4.53 0.165
O 3.71 -1.64 5.09 -0.598
N 1.69 -2.16 4.17 0.158
C 0.48 -1.61 3.53 -0.312
C 1.97 -3.61 4.18 -1.028
H 2.51 -0.25 4.30 0.327
H 0.60 -0.56 3.27 -0.158
H -0.26 -1.69 4.33 0.223
H 0.05 -2.12 2.67 0.112
H 1.93 -4.07 3.20 0.332
H 2.83 -4.03 4.70 0.334
H 1.17 -4.11 4.75 0.336
C 0.50 1.57 -5.01 0.019
O -0.24 1.56 -4.00 -0.160
N 1.62 0.90 -5.12 0.274
C 2.49 0.95 -6.33 -0.970
C 2.11 0.09 -3.97 -0.772
H 0.21 2.12 -5.92 0.412
H 2.29 0.03 -6.89 0.341
H 3.56 1.11 -6.23 0.334
H 2.20 1.86 -6.86 0.349
H 1.30 -0.09 -3.26 -0.159
H 2.50 -0.87 -4.30 0.443
H 2.89 0.57 -3.39 0.383
```



C23H52GaO3P4Se | ωB97M-V with the def2-TZVPD basis set

Output
frontier orbital gap (spin up / spin down)	0.1796 / 0.1797	Ha
HOMO (spin up / spin down)	-15.334 / -15.335	eV
LUMO (spin up / spin down)	-10.45 / -10.45	eV
total charge	+3
energy above the lowest of the compared OMol25 structures with the same formula, charge and spin	118.2	kcal per mole

XYZ file:
```
84
Properties=species:S:1:pos:R:3:mulliken_charge:R:1
Ga -2.04 1.75 -0.81 1.549
P -1.18 -3.43 0.16 1.112
P 2.10 -1.17 1.51 0.977
P 1.93 -1.55 -1.77 0.705
H -3.33 1.52 -3.15 0.390
C -2.51 0.99 -2.61 -1.039
C -2.92 0.12 -1.50 -0.137
H -3.99 0.14 -1.20 0.421
C -2.49 -2.38 0.82 -1.164
C -0.46 -4.36 1.54 -1.096
C -2.03 -4.59 -0.93 -1.159
C 3.40 0.13 1.67 -1.237
C 1.51 -1.06 3.27 -0.914
C 3.24 -2.61 1.68 -1.444
C 1.05 -1.43 -3.38 -0.998
C 1.90 -3.46 -1.63 -1.107
C 3.71 -1.34 -2.12 -1.039
H -1.62 0.70 -3.21 0.312
H -2.44 -0.87 -1.33 -0.171
H -2.16 -1.34 0.91 0.080
H -2.80 -2.77 1.80 0.496
H -3.37 -2.41 0.17 0.498
H -0.01 -3.67 2.27 0.170
H 0.32 -5.05 1.18 0.387
H -1.25 -4.96 2.03 0.485
H -2.96 -4.13 -1.29 0.428
H -2.28 -5.50 -0.36 0.406
H -1.41 -4.88 -1.80 0.411
H 4.05 -0.11 2.52 0.498
H 2.93 1.10 1.83 0.232
H 3.99 0.17 0.75 0.343
H 2.34 -1.29 3.95 0.532
H 0.68 -1.78 3.43 0.269
H 1.13 -0.04 3.46 0.085
H 3.79 -2.52 2.63 0.519
H 3.96 -2.62 0.85 0.415
H 2.67 -3.55 1.68 0.297
H 1.49 -2.15 -4.07 0.436
H 1.11 -0.42 -3.81 0.415
H -0.01 -1.64 -3.23 0.237
H 2.40 -3.85 -2.53 0.549
H 0.87 -3.86 -1.60 0.137
H 2.43 -3.81 -0.73 0.267
H 4.01 -2.18 -2.76 0.506
H 4.26 -1.40 -1.17 0.248
H 3.94 -0.38 -2.60 0.243
C 1.74 1.83 -3.23 0.123
C 0.74 2.21 -4.18 -0.357
C 1.10 2.44 -5.52 -0.399
C 2.46 2.60 -5.87 -0.478
C 3.40 2.63 -4.83 -0.596
C 3.07 2.18 -3.55 -0.421
Se 1.27 0.88 -1.56 -0.037
H -0.10 -2.65 -0.45 -0.256
H -0.28 2.37 -3.82 0.388
H 0.30 2.58 -6.29 0.393
H 2.73 2.74 -6.92 0.441
H 4.42 2.97 -4.99 0.423
H 3.81 2.20 -2.75 0.519
C -2.65 -0.14 4.42 -1.114
C -2.78 1.00 3.45 -0.312
O -1.51 1.12 2.69 0.225
P -1.47 2.18 1.44 -0.577
O -0.15 3.04 1.82 -0.127
C 0.63 3.01 3.08 0.290
C -0.17 3.14 4.34 -0.888
O -2.72 3.22 1.66 -0.417
C -2.80 4.23 0.52 -0.499
C -4.08 4.05 -0.26 -0.944
H -2.60 -1.11 3.93 0.136
H -3.50 -0.23 5.10 0.408
H -1.77 -0.08 5.04 0.297
H -3.59 0.77 2.74 0.398
H -2.99 1.93 3.99 0.402
H 1.34 3.84 3.03 0.373
H 1.22 2.09 3.11 -0.283
H -0.71 2.23 4.61 0.003
H 0.55 3.34 5.14 0.453
H -0.88 3.96 4.30 0.324
H -2.65 5.22 0.98 0.431
H -1.98 4.07 -0.21 0.276
H -4.96 4.07 0.38 0.334
H -4.19 4.87 -0.98 0.375
H -4.15 3.15 -0.89 0.148
```



C23H52N3O3Si | ωB97M-V with the def2-TZVPD basis set

Output
frontier orbital gap (spin up / spin down)	0.2080 / 0.2598	Ha
expectation value of S²	2.0085
HOMO (spin up / spin down)	-9.160 / -10.568	eV
spin multiplicity	3
LUMO (spin up / spin down)	-3.50 / -3.50	eV
total charge	+1

XYZ file:
```
82
Properties=species:S:1:pos:R:3:lowdin_spin:R:1
C 3.81 -2.39 0.55 0.000
Si 2.06 -2.80 0.00 0.000
C 1.60 -1.90 -1.54 0.000
C 0.90 -2.44 1.41 0.000
O 1.99 -4.45 -0.39 0.000
C 2.31 -5.49 0.47 0.000
C 3.41 -6.34 -0.15 0.000
N 4.79 -5.77 0.15 0.000
H 4.31 -3.14 1.18 0.000
H 4.46 -2.19 -0.30 0.000
H 3.77 -1.49 1.16 0.000
H 0.60 -2.16 -1.86 0.000
H 1.60 -0.82 -1.36 0.000
H 2.28 -2.10 -2.37 0.000
H -0.10 -2.85 1.23 0.000
H 0.79 -1.35 1.44 0.000
H 1.23 -2.76 2.40 0.000
H 2.64 -5.13 1.46 0.000
H 1.45 -6.13 0.65 0.000
H 3.41 -7.37 0.19 0.000
H 3.30 -6.32 -1.23 0.000
H 5.07 -5.08 -0.55 0.000
H 4.80 -5.30 1.06 0.000
H 5.50 -6.50 0.17 0.000
C -2.12 3.28 -3.76 0.005
C -0.76 3.01 -3.08 0.025
C 0.30 4.07 -3.42 0.019
C 0.89 3.95 -4.82 0.001
C 1.45 2.56 -5.05 0.017
C 0.39 1.46 -4.85 0.024
N -0.18 1.67 -3.47 0.413
O 0.46 1.08 -2.54 0.487
C -0.64 1.51 -5.97 0.004
C 1.03 0.08 -4.86 -0.001
C -1.00 3.01 -1.57 -0.002
H -2.29 2.69 -4.65 0.001
H -2.93 3.05 -3.06 0.000
H -2.21 4.33 -4.03 0.000
H 1.12 3.96 -2.69 0.001
H -0.14 5.06 -3.26 0.002
H 0.14 4.20 -5.57 0.000
H 1.69 4.69 -4.93 0.001
H 1.86 2.46 -6.06 0.002
H 2.27 2.37 -4.34 0.001
H -1.48 0.84 -5.76 0.001
H -0.15 1.15 -6.88 0.000
H -1.02 2.50 -6.18 0.000
H 1.81 -0.01 -4.11 0.000
H 1.46 -0.11 -5.85 0.000
H 0.28 -0.69 -4.66 0.000
H -1.65 2.18 -1.30 0.000
H -1.50 3.94 -1.30 0.000
H -0.07 2.92 -1.01 0.000
C -0.96 1.66 5.56 0.005
C -2.34 1.05 5.26 0.023
C -2.34 -0.49 5.30 0.017
C -1.68 -1.14 4.09 0.001
C -2.33 -0.65 2.80 0.016
C -2.27 0.88 2.65 0.023
N -2.86 1.46 3.91 0.395
O -4.11 1.69 3.85 0.511
C -0.83 1.33 2.37 0.005
C -3.14 1.33 1.48 -0.002
C -3.32 1.57 6.31 -0.002
H -0.42 1.96 4.67 0.001
H -1.08 2.55 6.18 0.000
H -0.34 0.95 6.11 0.000
H -3.38 -0.82 5.36 0.001
H -1.85 -0.80 6.23 0.002
H -0.61 -0.95 4.09 0.000
H -1.80 -2.22 4.17 0.001
H -1.85 -1.10 1.93 0.002
H -3.38 -0.95 2.78 0.001
H -0.75 2.42 2.41 0.001
H -0.59 1.02 1.35 0.000
H -0.10 0.90 3.04 0.000
H -4.16 0.97 1.58 0.000
H -2.70 0.93 0.56 0.000
H -3.16 2.41 1.42 0.000
H -3.45 2.65 6.22 0.000
H -2.90 1.36 7.30 0.000
H -4.30 1.11 6.23 0.000
```



Question: Which formula does entry 4 have?
Answer: C23H52N3O3Si